ORCA calculation (ωB97M-V with the def2-TZVPD basis set) on a molecular structure, C44H39ClF3N3O5OsTe in a non-equilibrium geometry.

**Total charge**: -1
**Spin multiplicity**: 2
**Frontier orbital gap (alpha / beta)**: 6.0475 / 6.1301 eV
**Energy**: -91405.9114 eV
**Highest occupied orbital energy (alpha / beta)**: -5.04 / -5.04 eV

Last column: Löwdin charge in e.
CARTESIAN COORDINATES (ANGSTROEM)
Os 1.968 0.072 1.823  1.431
O 5.802 -5.229 -0.441  -0.017
C 5.345 -5.271 0.693  -0.726
O 5.499 -6.029 1.643  -0.026
C 4.360 -4.077 1.018  -0.066
C 4.079 -3.768 2.366  0.024
C 3.286 -2.686 2.644  -0.129
N 2.740 -1.904 1.707  -0.066
C 2.944 -2.260 0.386  -0.171
C 3.778 -3.327 0.029  0.071
C 2.195 -1.495 -0.613  -0.653
O 2.247 -1.708 -1.826  -0.024
O 1.400 -0.577 -0.122  -0.424
H 4.495 -4.370 3.155  0.115
H 3.081 -2.419 3.670  0.106
H 3.941 -3.530 -1.019  0.133
C -4.282 2.925 -6.174  -0.060
C -3.318 2.298 -5.210  -0.282
C -3.093 0.931 -5.206  -0.024
C -2.206 0.346 -4.314  -0.303
C -1.970 -1.132 -4.386  -0.081
C -1.525 1.134 -3.383  -0.373
Te -0.108 0.174 -2.018  1.622
N 0.798 1.577 1.747  -0.034
C -0.316 1.927 2.213  -0.386
O -1.058 1.195 3.158  0.022
C -0.956 3.203 1.891  -0.161
C -2.220 3.541 2.380  -0.034
C -2.767 4.777 2.099  -0.085
C -2.084 5.683 1.300  -0.092
C -0.849 5.335 0.770  -0.090
C -0.286 4.113 1.065  -0.033
C -1.708 -0.852 -1.020  -0.368
C -1.726 -2.248 -0.959  -0.318
C -0.632 -3.100 -1.523  -0.065
C -2.813 -2.889 -0.369  -0.021
C -3.893 -2.186 0.136  -0.274
C -5.107 -2.876 0.688  -0.055
C -3.839 -0.801 0.100  -0.018
C -2.760 -0.124 -0.449  -0.290
C -2.778 1.372 -0.433  -0.060
C -1.718 2.516 -3.403  -0.327
C -0.969 3.449 -2.492  -0.096
C -2.615 3.077 -4.306  -0.030
H -4.575 2.221 -6.949  0.069
H -3.836 3.796 -6.650  0.074
H -5.183 3.252 -5.654  0.077
H -3.620 0.306 -5.914  0.107
H -2.439 -1.554 -5.273  0.073
H -2.385 -1.629 -3.510  0.070
H -0.899 -1.347 -4.418  0.059
H -2.755 2.827 2.988  0.113
H -3.732 5.047 2.507  0.099
H -2.508 6.655 1.092  0.096
H -0.322 6.025 0.128  0.103
H 0.673 3.828 0.666  0.111
H -0.022 -2.545 -2.236  0.023
H -1.049 -3.980 -2.013  0.086
H 0.037 -3.445 -0.733  0.081
H -2.816 -3.970 -0.326  0.115
H -5.063 -3.949 0.516  0.071
H -6.004 -2.479 0.212  0.077
H -5.192 -2.699 1.761  0.079
H -4.667 -0.230 0.499  0.117
H -3.436 1.741 0.352  0.078
H -3.140 1.752 -1.388  0.084
H -1.775 1.765 -0.268  0.037
H -0.333 2.900 -1.798  -0.002
H -1.663 4.064 -1.920  0.075
H -0.335 4.117 -3.075  0.083
H -2.766 4.149 -4.304  0.116
F 2.771 -0.312 4.622  -0.100
C 2.532 0.722 3.722  -0.486
F 3.748 1.392 3.682  -0.097
H 1.861 1.406 4.287  0.088
F 0.074 -4.026 4.343  0.057
C -0.189 -2.735 4.041  -0.272
C -0.208 -2.352 2.714  0.007
C -0.470 -1.024 2.393  -0.062
C -0.739 -0.106 3.423  -0.270
C -0.743 -0.527 4.750  0.010
C -0.477 -1.849 5.065  0.013
H -0.023 -3.079 1.942  0.125
H -0.655 -0.752 1.361  0.097
H -0.967 0.192 5.524  0.124
H -0.482 -2.193 6.086  0.121
Cl 5.997 1.770 -2.491  0.690
C 5.772 0.946 -0.991  -0.640
C 6.839 0.273 -0.400  -0.060
C 6.598 -0.340 0.825  -0.025
C 5.347 -0.243 1.394  -0.117
N 4.316 0.367 0.797  0.030
C 4.530 0.951 -0.384  -0.129
H 7.815 0.241 -0.860  0.112
H 7.382 -0.878 1.330  0.115
H 5.146 -0.672 2.365  0.112
H 3.672 1.418 -0.849  0.123

=====

ORCA calculation (ωB97M-V with the def2-TZVPD basis set) on C11H10N4 in the gas phase in a non-equilibrium geometry.

**Frontier orbital gap (alpha / beta)**: 7.8588 / 6.7185 eV
**Energy**: -17521.5710 eV
**Highest occupied orbital energy (alpha / beta)**: -8.41 / -8.21 eV

Last column: Löwdin charge in e.
CARTESIAN COORDINATES (ANGSTROEM)
C -3.051 0.576 0.524  -0.133
C 2.192 1.376 0.701  -0.189
C -1.155 2.729 -1.121  0.005
C -0.460 -1.166 1.914  -0.014
C -1.087 1.197 -0.964  -0.156
C 0.234 1.960 -0.836  -0.136
C -0.939 -0.763 0.537  -0.143
C -1.604 0.661 0.379  -0.394
C 0.855 1.760 0.449  -0.213
C 0.471 -0.941 0.764  -0.173
C 1.604 -1.588 0.292  -0.050
N -4.144 0.189 0.561  0.184
N 3.245 0.965 0.839  0.177
N -1.215 1.574 1.423  0.065
N -0.006 1.873 1.516  0.093
H -1.360 3.188 -2.072  0.098
H -1.610 3.215 -0.241  0.108
H -0.523 -0.491 2.688  0.073
H -0.618 -2.155 2.371  0.124
H -1.270 0.598 -1.855  0.151
H 0.942 2.164 -1.663  0.153
H -1.423 -1.434 -0.028  0.116
H 1.454 -1.540 -0.783  0.112
H 1.819 -2.515 0.658  0.071
H 2.461 -1.085 0.730  0.071

=====

ORCA calculation (ωB97M-V with the def2-TZVPD basis set) on 3 unconnected molecules or ions with the total composition C43H36FN2O9 in a non-equilibrium geometry.

**Total charge**: +1
**Frontier orbital gap**: 5.5736 eV
**Energy**: -69293.8881 eV
**Highest occupied orbital energy**: -10.72 eV

Last column: Löwdin charge in e.
CARTESIAN COORDINATES (ANGSTROEM)
C 11.289 1.925 0.131  -0.085
C 10.121 2.901 -0.097  -0.257
C 9.597 2.843 -1.526  -0.211
C 8.507 3.877 -1.833  -0.104
C 7.098 3.410 -1.618  -0.088
C 6.828 2.220 -0.954  0.108
C 5.533 1.796 -0.715  0.012
C 5.263 0.484 -0.043  -0.480
O 5.383 -0.506 -0.692  0.205
O 4.886 0.457 1.234  0.180
C 4.459 2.578 -1.144  -0.198
O 3.184 2.193 -0.929  -0.009
C 2.424 3.066 -0.041  -0.140
C 1.348 3.833 -0.820  -0.204
C -0.042 3.779 -0.158  -0.072
C 4.751 3.746 -1.819  0.086
N 6.030 4.156 -2.037  0.110
C 6.216 5.441 -2.746  -0.354
O 7.077 5.579 -3.526  0.247
N 5.300 6.505 -2.445  0.179
C 5.260 6.906 -1.078  -0.501
O 5.530 7.973 -0.707  0.258
F 4.897 5.950 -0.217  0.130
H 11.753 1.652 -0.811  0.075
H 10.966 1.046 0.674  0.072
H 12.048 2.425 0.723  0.074
H 9.339 2.721 0.639  0.103
H 10.508 3.907 0.053  0.109
H 10.435 3.081 -2.174  0.122
H 9.305 1.833 -1.803  0.118
H 8.694 4.748 -1.200  0.144
H 8.655 4.224 -2.844  0.115
H 7.624 1.586 -0.610  0.137
H 5.038 1.309 1.667  0.138
H 2.001 2.468 0.757  0.127
H 3.098 3.779 0.430  0.120
H 1.653 4.876 -0.895  0.097
H 1.297 3.383 -1.806  0.114
H -0.713 3.182 -0.768  0.063
H -0.018 3.373 0.845  0.073
H -0.477 4.772 -0.126  0.073
H 3.940 4.347 -2.184  0.148
H 4.371 6.349 -2.824  0.157
C -3.536 -3.668 -2.549  -0.046
C -2.366 -2.956 -2.791  -0.051
C -2.330 -1.586 -2.588  -0.003
C -3.467 -0.920 -2.150  -0.083
C -4.648 -1.633 -1.928  -0.097
C -4.675 -3.008 -2.119  -0.005
C -5.890 -0.936 -1.496  -0.303
O -6.912 -1.557 -1.293  0.110
C -5.847 0.542 -1.319  -0.081
C -7.008 1.217 -0.964  0.004
C -6.981 2.590 -0.785  -0.050
C -5.792 3.293 -0.952  -0.055
C -4.634 2.625 -1.310  -0.006
C -4.656 1.249 -1.502  -0.082
C -3.407 0.549 -1.915  -0.274
O -2.366 1.161 -2.055  0.084
H -3.559 -4.739 -2.699  0.113
H -1.481 -3.472 -3.137  0.109
H -1.421 -1.030 -2.770  0.117
H -5.589 -3.556 -1.931  0.127
H -7.928 0.665 -0.834  0.124
H -7.887 3.115 -0.514  0.111
H -5.773 4.365 -0.806  0.108
H -3.709 3.168 -1.445  0.112
C -6.156 -9.189 4.996  -0.054
C -5.181 -9.508 4.057  -0.055
C -4.709 -8.539 3.189  -0.003
C -5.217 -7.247 3.249  -0.084
C -6.211 -6.932 4.179  -0.082
C -6.671 -7.905 5.057  0.000
C -6.802 -5.566 4.235  -0.276
O -7.661 -5.289 5.046  0.110
C -6.314 -4.549 3.260  -0.080
C -6.887 -3.283 3.256  0.003
C -6.437 -2.324 2.366  -0.044
C -5.406 -2.623 1.482  -0.053
C -4.835 -3.882 1.479  0.002
C -5.291 -4.853 2.360  -0.080
C -4.685 -6.213 2.319  -0.277
O -3.785 -6.470 1.545  0.102
H -6.518 -9.947 5.678  0.109
H -4.789 -10.515 4.005  0.108
H -3.947 -8.780 2.461  0.120
H -7.432 -7.653 5.781  0.121
H -7.686 -3.057 3.949  0.122
H -6.889 -1.340 2.359  0.110
H -5.050 -1.872 0.793  0.091
H -4.036 -4.119 0.789  0.115